Entry 1:
ORCA calculation (wB97M-V/def2-TZVPD) on the molecule C3H5N3O.

The structure (SMILES) is Nc1c[nH]c(=O)[nH]1. The energy above the lowest of the compared OMol25 structures with the same formula, charge and spin is 0.5313 eV. The calculation puts the calculated total energy at -9710.0525 eV.

The geometry in XYZ format:
```
12
C3H5N3O wB97M-V/def2-TZVPD
O -2.37452 -1.27003 0.63502
N -0.21198 -1.06879 -0.24572
N 2.01133 -0.17043 0.08002
N -1.45442 0.72678 -0.15016
C -0.09774 1.14342 -0.10978
C -1.48918 -0.62438 0.11770
C 0.65218 0.02738 -0.14699
H 2.43123 -0.88693 -0.49909
H 0.17155 2.14430 0.18233
H 0.05817 -2.01311 -0.01884
H 2.52715 0.69549 -0.00307
H -2.22376 1.29630 0.15859
```


Entry 2:
ORCA calculation (wB97M-V/def2-TZVPD) on the molecule C3H5N3O.

The structure (SMILES) is Nc1conc1N. The energy above the lowest of the compared OMol25 structures with the same formula, charge and spin is 2.1697 eV. The calculation puts the calculated total energy at -9708.4141 eV.

The geometry in XYZ format:
```
12
C3H5N3O wB97M-V/def2-TZVPD
O 1.41467 -1.64369 0.09836
N 0.05258 -1.87306 0.17345
N -1.87603 -0.47464 0.17908
N 0.12279 1.70402 -0.22558
C 1.63450 -0.32409 -0.04225
C 0.45885 0.34694 -0.07603
C -0.50721 -0.69726 0.07091
H -0.22211 2.09043 0.64764
H 0.91034 2.25708 -0.53524
H -2.39051 -1.29836 0.46120
H 2.66848 -0.00965 -0.08434
H -2.26635 -0.07772 -0.66718
```


Entry 3:
ORCA calculation (wB97M-V/def2-TZVPD) on a cluster of 2 separate species, C3H5N3O in total in a non-equilibrium geometry.

The energy above the lowest of the compared OMol25 structures with the same formula, charge and spin is 4.3811 eV. The calculation puts the calculated total energy at -9706.2027 eV.

The geometry in XYZ format:
```
12
C3H5N3O wB97M-V/def2-TZVPD
O 2.11651 -0.46520 -0.78057
N 0.27043 -1.93998 1.09605
N -0.55887 1.32574 -0.47406
N -1.97693 -0.84320 0.98346
C -0.78310 -1.45490 1.02870
C 0.70872 1.32986 -0.63734
C 1.65692 0.43138 0.04648
H -2.72088 -1.42978 0.63052
H 2.73504 -1.03218 -0.28939
H -0.97439 2.12412 -0.95140
H -1.88056 0.05455 0.49949
H 1.24110 2.12106 -1.19039
```


Entry 4:
ORCA calculation (wB97M-V/def2-TZVPD) on the molecule C3H5N3O in a non-equilibrium geometry.

The expectation value of S² is 2.02. The energy above the lowest of the compared OMol25 structures with the same formula, charge and spin is 2.4894 eV. The multiplicity is 3. The calculation puts the calculated total energy at -9702.2830 eV.

The geometry in XYZ format:
```
12
C3H5N3O wB97M-V/def2-TZVPD
O 1.52798 -1.52817 -0.16656
N -0.68975 1.22234 0.03206
N -0.58779 -0.03082 -0.19348
N 1.14054 -0.39101 -0.08723
C 1.59462 0.80527 -0.05800
C 0.53687 1.73288 0.08830
C -1.49946 -1.11391 -0.01826
H 0.60045 2.81835 0.18468
H -1.21155 -1.64476 0.92104
H 2.70598 0.75951 0.22269
H -2.47779 -0.82253 -0.00157
H -1.64012 -1.80715 -0.92369
```


Entry 5:
ORCA calculation (wB97M-V/def2-TZVPD) on a structure of composition C3H5N3O in a non-equilibrium geometry.

The energy above the lowest of the compared OMol25 structures with the same formula, charge and spin is 2.5772 eV. As for the net charge: +2. The calculation puts the calculated total energy at -9684.0275 eV.

The geometry in XYZ format:
```
12
C3H5N3O wB97M-V/def2-TZVPD
O -3.49600 0.19710 -0.46644
N -0.63132 -0.52486 1.12991
N -0.86115 -0.13489 -1.14148
N -1.80582 -0.29307 1.12092
C -0.02252 -0.50824 -0.29898
C 1.37816 -0.71441 -0.24523
C -2.42166 -0.03652 -0.00065
H 1.54530 -0.79000 0.84997
H 1.58293 -1.55934 -0.96497
H -4.34922 0.17964 -0.01246
H -1.03261 -0.16501 -2.12085
H 2.13579 0.01120 -0.65565
```


Entry 6:
ORCA calculation (wB97M-V/def2-TZVPD) on a cluster of 2 separate species, C3H5N3O2S in total in a non-equilibrium geometry.

The structure (SMILES) is N/C=N/[N+](=O)[O-].C=C=S. The energy above the lowest of the compared OMol25 structures with the same formula, charge and spin is 3.8000 eV. The calculation puts the calculated total energy at -22587.4276 eV.

The geometry in XYZ format:
```
14
C3H5N3O2S wB97M-V/def2-TZVPD
S -1.30308 1.93427 1.59645
O 0.56688 -2.74730 -1.40757
O -0.42440 -1.05694 -2.28055
N 0.15454 -1.60418 -1.38069
N 0.86700 -0.92319 2.00068
N 0.22682 -0.83623 -0.22483
C -1.17306 2.10527 0.06338
C -1.14266 2.43468 -1.16201
C 0.94131 -1.34001 0.73745
H 1.61854 -2.08482 0.51225
H -0.88803 3.44598 -1.37023
H 1.63869 -0.95714 2.68984
H 0.16629 -0.24188 2.23884
H -1.24882 1.87148 -2.01299
```


Entry 7:
ORCA calculation (wB97M-V/def2-TZVPD) on the molecule C3H5N3OS in a non-equilibrium geometry.

The structure (SMILES) is Nc1[nH][nH]c(=S)c1O. The energy above the lowest of the compared OMol25 structures with the same formula, charge and spin is 1.2244 eV. The calculation puts the calculated total energy at -20544.4348 eV.

The geometry in XYZ format:
```
13
C3H5N3OS wB97M-V/def2-TZVPD
S 1.43534 -0.12096 -1.94329
O -1.58536 -0.66404 -1.03980
N -1.95275 -0.03398 1.97082
N 1.24003 0.63172 0.65594
N 0.37595 0.44582 1.74433
C -0.81635 0.02531 1.17639
C 0.68812 0.14638 -0.47932
C -0.66764 -0.17716 -0.15928
H -1.83849 -0.54432 2.85097
H 0.27734 1.27662 2.33460
H -2.75599 -0.40196 1.46660
H 2.24040 0.41413 0.82495
H -1.07324 -0.76890 -1.89051
```


Entry 8:
ORCA calculation (wB97M-V/def2-TZVPD) on a cluster of 2 separate species, C3H5N3S in total in a non-equilibrium geometry.

The energy above the lowest of the compared OMol25 structures with the same formula, charge and spin is 4.4091 eV. The calculation puts the calculated total energy at -18493.4887 eV.

The geometry in XYZ format:
```
12
C3H5N3S wB97M-V/def2-TZVPD
S -0.69896 -0.46321 -2.77702
N 1.28502 0.19158 0.61613
N -0.32040 0.97836 2.33765
N -0.83476 -0.05222 0.29989
C 1.13499 -0.12858 -0.77987
C -0.01628 0.47475 1.13557
C -0.22649 -0.39784 -0.97061
H -1.31000 1.20398 2.21328
H -1.97040 -0.72973 0.80099
H 1.96473 0.58439 1.36806
H 1.93234 0.21364 -1.47705
H -0.93979 -1.87512 -2.76703
```